Entry 1:
Density functional theory data (ωB97M-V with the def2-TZVPD basis set) for an isolated molecule of C2H8OS2Si at a distorted geometry.

Structure (XYZ):
```
14
Properties=species:S:1:pos:R:3:forces:R:3
C -1.970 0.708 -1.498 2.901 -3.849 0.788
O -0.543 0.227 -0.885 0.537 0.509 0.344
Si 0.786 -0.239 0.150 -2.395 -0.082 -0.859
C 0.674 0.592 1.894 0.506 0.478 -1.773
S 0.708 -2.492 0.352 1.870 1.383 -0.521
S 2.742 0.041 -0.634 -0.099 -0.122 -0.591
H -2.019 1.776 -1.669 0.086 0.006 0.595
H -1.975 0.138 -2.493 -0.192 0.944 1.548
H -2.566 0.168 -0.716 -0.247 1.326 -1.174
H 1.519 1.291 2.063 -0.505 -0.167 -0.374
H -0.282 1.172 1.863 0.683 -0.789 0.742
H 0.858 -0.209 2.603 -0.830 0.035 0.339
H -0.522 -2.276 0.588 -2.349 -0.105 0.465
H 2.591 -0.897 -1.617 0.034 0.433 0.471
```
Positions in Å, forces in eV/Å.

## Properties
Multiplicity: 1
Lowest unoccupied orbital energy, eV: 0.5520
HOMO, hartree: -0.3407
Energy relative to the best compared isomer or geometry (same formula, charge and spin), kJ/mol: 4.1

---

Entry 2:
Density functional theory data (ωB97M-V with the def2-TZVPD basis set) for a 2-piece molecular cluster, C2H8P4 overall at a distorted geometry.

Structure (XYZ):
```
14
Properties=species:S:1:pos:R:3:forces:R:3
C -0.474 -0.473 -1.791 -2.490 -0.230 -2.975
C 0.644 0.438 -1.744 0.351 0.462 -1.195
P -1.036 0.328 3.828 -0.676 0.068 -0.162
P -0.518 -1.144 2.321 0.110 -0.206 -0.703
P 0.464 0.863 2.327 1.875 -0.807 0.925
P -0.555 1.933 0.874 -2.531 -0.404 -1.155
H -0.415 -1.227 -2.692 0.262 0.833 1.699
H -0.670 -0.954 -0.846 -0.109 -0.369 0.089
H -1.366 0.110 -2.130 0.163 -0.559 0.559
H 0.865 1.050 -2.699 0.032 -0.932 2.105
H 1.327 -0.027 -1.071 1.571 0.869 0.126
H -2.102 0.549 2.894 -0.132 0.302 0.579
H 0.563 -1.841 2.905 0.141 0.178 0.260
H 0.425 2.747 0.419 1.433 0.796 -0.151
```
Positions in Å, forces in eV/Å.

## Properties
Multiplicity: 1
Lowest unoccupied orbital energy (spin up / spin down), eV: -1.4381 / 0.1938
HOMO (spin up / spin down), hartree: -0.3023 / -0.2955
Energy relative to the best compared isomer or geometry (same formula, charge and spin), kJ/mol: 351.9

---

Entry 3:
Density functional theory data (ωB97M-V with the def2-TZVPD basis set) for a 2-piece molecular cluster, C2H8S2 overall.

Structure (XYZ):
```
12
Properties=species:S:1:pos:R:3:forces:R:3
S -1.964 2.823 4.419 -0.150 -0.289 -0.346
H -1.505 2.311 5.594 0.059 0.320 -0.001
H -1.688 4.136 4.645 0.109 -0.061 0.297
C 0.215 -1.176 -2.500 -0.111 0.832 0.044
C 1.152 -1.318 -1.313 -0.049 -0.029 0.346
S 0.449 -0.749 0.256 -0.142 -0.029 0.316
H 0.366 -1.978 -3.216 -0.158 -0.022 -0.167
H 0.369 -0.207 -2.995 0.169 -0.263 -0.047
H -0.818 -1.114 -2.154 -0.032 -0.519 -0.106
H 1.374 -2.370 -1.116 0.100 0.099 -0.065
H 2.086 -0.782 -1.457 0.153 -0.158 -0.212
H -0.034 0.425 -0.162 0.051 0.120 -0.059
```
Positions in Å, forces in eV/Å.

## Properties
Multiplicity: 2
Lowest unoccupied orbital energy (spin up / spin down), eV: 2.9236 / 2.9298
HOMO (spin up / spin down), hartree: 0.0377 / -0.1916
Charge: -1
Energy relative to the best compared isomer or geometry (same formula, charge and spin), kJ/mol: 121.5
⟨S²⟩: 0.750

---

no.,total energy (a.u.)
1,-1242.13966
2,-1446.25558
3,-877.30591